Record 1
A structure of composition C5H15PSi in a non-equilibrium geometry, computed with ωB97M-V with the def2-TZVPD basis set.

Geometry as ORCA input:
```
! RIJCOSX wB97M-V def2-TZVPD def2/J DEFGRID3
* xyz 0 1
P -0.231 -0.037 1.428
Si -0.474 -0.300 -1.303
C 0.396 0.615 3.072
C 1.240 -0.720 -1.987
C 1.892 0.584 3.413
C -1.864 -1.477 -1.798
C -1.043 1.484 -1.830
H 1.661 -0.104 -2.695
H -0.935 1.943 -2.794
H -1.677 -2.457 -1.403
H -2.115 1.439 -1.716
H 1.144 -1.706 -2.557
H 2.563 1.385 2.938
H 0.055 -1.458 1.480
H -1.656 -0.182 1.597
H 2.546 -0.229 3.056
H 2.010 0.858 4.521
H 0.046 1.760 3.287
H -0.658 2.192 -1.161
H -2.942 -1.151 -1.382
H -1.873 -1.595 -2.955
H 1.913 -0.844 -1.209
*
```

Lowest unoccupied orbital energy (spin up / spin down) in eV: -0.01 / 0.02
HOMO (spin up / spin down) in eV: -6.725 / -6.451
Relative energy (zero: lowest compared OMol25 entry of this formula, charge and spin) in kcal/mol: 85.70
HOMO-LUMO gap (spin up / spin down) in eV: 6.718 / 6.472


Record 2
A structure of composition C5H16BrInN3 in a non-equilibrium geometry, computed with ωB97M-V with the def2-TZVPD basis set.

Geometry as ORCA input:
```
! RIJCOSX wB97M-V def2-TZVPD def2/J DEFGRID3
* xyz -1 1
In -1.656 0.053 0.436
Br -2.171 -4.111 0.391
N 1.042 1.994 0.850
N 0.183 3.852 -0.624
N 1.724 2.170 -1.486
C -0.412 -1.702 1.142
C -0.660 1.381 -1.103
C -0.467 -3.023 0.123
C 0.778 -3.992 0.585
C 0.528 2.353 -0.527
H -0.891 -2.079 2.167
H -1.508 2.089 -1.542
H 0.674 2.651 1.597
H 2.115 1.205 -1.413
H -2.104 1.024 1.877
H -0.130 4.224 0.299
H 0.711 -1.458 1.364
H 2.080 2.227 0.811
H 1.314 2.371 -2.425
H 1.148 -4.662 -0.301
H -0.382 -2.714 -1.003
H 0.374 -4.650 1.489
H -3.215 -0.546 -0.298
H -0.286 0.721 -2.007
H 1.717 -3.406 0.987
H -0.504 4.028 -1.389
*
```

Lowest unoccupied orbital energy in eV: 3.06
HOMO in eV: -4.503
HOMO-LUMO gap in eV: 7.562